Model one:
An isolated ion of composition C3H7N3O and charge +2. Source: the Open Molecules 2025 dataset; level of theory: wB97M-V/def2-TZVPD.

Computed properties:
HOMO (alpha / beta): -21.26 / -21.26 eV
SMILES: CC#[N+]N[N+](C)=O
HOMO-LUMO gap (alpha / beta): 10.1 / 10.1 eV

```
! RIJCOSX wB97M-V def2-TZVPD def2/J DEFGRID3
* xyz 2 1
C 2.82583 -0.41094 -0.23590
C 1.41212 -0.45291 -0.34064
N 0.22823 -0.44856 -0.36768
N -1.00806 -0.58476 -0.72452
N -2.07078 -0.01242 -0.11720
C -1.78217 0.92242 0.89953
O -3.15610 -0.21589 -0.46488
H 3.24463 0.30710 0.37760
H 3.32347 -0.35863 -1.31587
H 3.23146 -1.36464 0.22996
H -1.19878 -1.08238 -1.65717
H -2.69378 1.41139 1.40620
H -1.16837 1.86995 0.61497
H -1.18769 0.42027 1.69560
*
```

Löwdin population analysis, charges in e, atoms 1 to 5: C 0.06; C 0.17; N 0.21; N 0.15; N -0.21

Model two:
An isolated ion of composition C3H7N3O and charge +2. Source: the Open Molecules 2025 dataset; level of theory: wB97M-V/def2-TZVPD.

Computed properties:
HOMO (alpha / beta): -17.86 / -17.86 eV
HOMO-LUMO gap (alpha / beta): 5.9 / 5.9 eV

```
! RIJCOSX wB97M-V def2-TZVPD def2/J DEFGRID3
* xyz 2 1
C 1.16706 -0.42919 -0.11761
C -1.95826 0.69634 0.57509
C 0.06771 0.50602 -0.87009
N 1.14147 -0.36263 1.12081
N 1.90087 -1.09434 -0.99681
N -2.87888 0.81525 1.40346
O -1.18095 0.50844 -0.28770
H 0.49575 1.52009 -0.86615
H -0.05127 0.13081 -1.89340
H 1.76819 -0.76888 1.79344
H 1.84576 -0.99861 -1.99924
H 2.66657 -1.65978 -0.64890
H -2.88849 0.31607 2.31307
H -3.71315 1.40957 1.24401
*
```

Löwdin population analysis, charges in e, atoms 1 to 5: C -0.44; C 0.12; C 0.04; N 0.20; N 0.20

Preferred: model two; penalty for the next structure: 1.734 eV.

Model one:
A 2-piece molecular cluster, H5NOSSi overall. Source: the Open Molecules 2025 dataset; level of theory: wB97M-V/def2-TZVPD.

Computed properties:
HOMO: -8.79 eV
HOMO-LUMO gap: 8.8 eV

```
! RIJCOSX wB97M-V def2-TZVPD def2/J DEFGRID3
* xyz 0 1
N 1.64468 0.01650 -0.31108
O -0.78111 -1.54880 1.21995
Si -0.82320 -0.49406 -0.07977
S -1.43003 1.45264 0.47916
H 1.40870 0.16933 -1.28368
H 1.85711 0.92275 0.03749
H 0.09878 -1.75779 1.44158
H -1.33835 -0.94961 -1.29823
H -0.63658 2.18904 -0.20543
*
```

Löwdin population analysis, charges in e, atoms 1 to 5: N -0.12; O -0.23; Si 0.40; S 0.45; H -0.11

Model two:
H5NOSSi as an isolated structure. Source: the Open Molecules 2025 dataset; level of theory: wB97M-V/def2-TZVPD.

Computed properties:
HOMO: -9.92 eV
HOMO-LUMO gap: 10.4 eV

```
! RIJCOSX wB97M-V def2-TZVPD def2/J DEFGRID3
* xyz 0 1
N -0.26647 1.37065 0.18708
O 0.84946 -1.42720 0.91317
Si 0.25312 -0.01267 -0.68493
S -1.38695 -1.03814 -1.60115
H -0.89400 1.05028 1.05347
H 0.32829 2.10848 0.44221
H 1.27280 -1.02542 1.65012
H 1.30345 0.61769 -1.52441
H -1.45970 -1.64367 -0.43557
*
```

Löwdin population analysis, charges in e, atoms 1 to 5: N -0.17; O -0.37; Si 0.32; S 0.46; H 0.10

Preferred: model two; penalty for the next structure: 0.841 eV.

Model one:
C4H9B as an isolated structure. Source: the Open Molecules 2025 dataset; level of theory: wB97M-V/def2-TZVPD.

Computed properties:
HOMO: -8.55 eV
HOMO-LUMO gap: 9.2 eV

```
! RIJCOSX wB97M-V def2-TZVPD def2/J DEFGRID3
* xyz 0 1
B -0.47657 0.07698 -0.20913
C 2.08125 -0.25179 1.25227
C 1.52283 0.50215 0.34962
C -1.34732 1.36225 -0.51618
C -0.79876 -1.43747 -0.46245
H 3.05144 -0.22550 1.80737
H 1.57816 -1.16816 1.60446
H 1.92120 1.26865 -0.38094
H -0.87922 2.33584 -0.98028
H -1.96638 1.67591 0.27396
H -2.06972 1.17087 -1.24600
H -1.56087 -1.76854 0.22101
H 0.17549 -2.04406 -0.24632
H -1.23154 -1.49712 -1.46737
*
```

Löwdin population analysis, charges in e, atoms 1 to 5: B -0.13; C -0.15; C -0.10; C -0.07; C -0.07

Model two:
One molecule with the formula C4H9B. Source: the Open Molecules 2025 dataset; level of theory: wB97M-V/def2-TZVPD.

Computed properties:
HOMO: -9.14 eV
SMILES: CCB1CC1
HOMO-LUMO gap: 9.8 eV

```
! RIJCOSX wB97M-V def2-TZVPD def2/J DEFGRID3
* xyz 0 1
C -0.30510 1.95486 0.70343
C -0.55969 1.16354 -0.54683
B -0.12221 -0.53043 -0.32067
C 0.75988 -1.57731 0.55938
C 0.21072 -1.93436 -0.81338
H 0.56516 2.57338 0.69231
H -1.04444 2.88086 0.70980
H -0.33587 1.45086 1.59323
H -1.61517 1.01466 -0.66403
H -0.14231 1.50797 -1.50656
H 1.71362 -1.36901 0.75861
H 0.35952 -2.26859 1.40702
H -0.46978 -2.77799 -1.07928
H 0.98566 -2.08843 -1.49305
*
```

Löwdin population analysis, charges in e, atoms 1 to 5: C -0.16; C -0.18; B -0.06; C -0.10; C -0.14

Preferred: model two; penalty for the next structure: 0.078 eV.

Model one:
A 3-piece molecular cluster, C3H13N2O2S overall. Source: the Open Molecules 2025 dataset; level of theory: wB97M-V/def2-TZVPD.

Computed properties:
HOMO: -2.83 eV
HOMO-LUMO gap: 6.2 eV

```
! RIJCOSX wB97M-V def2-TZVPD def2/J DEFGRID3
* xyz -1 1
C -0.82126 0.36173 2.23760
C -1.05891 0.06929 0.77286
S -1.91132 -1.50766 0.51705
N -0.03354 1.62111 2.40655
C 1.39173 1.37238 2.24175
N 2.05657 2.35006 1.36477
H -0.32196 -0.41779 2.82229
H -1.81259 0.47052 2.68661
H -1.70564 0.88833 0.45748
H -0.14638 0.22687 0.19894
H -0.15836 1.95285 3.36470
H 1.94702 1.33475 3.17450
H 1.50751 0.42048 1.73411
H 1.56135 3.22792 1.40770
H 2.10016 1.96934 0.43333
H -0.95135 -2.63539 -6.54347
H 0.13834 -1.73147 -5.91846
O -0.09942 -2.22380 -6.70896
H -0.43758 -3.06791 -1.63063
H -0.96775 -2.00220 -2.51520
O -0.27660 -2.67941 -2.50349
*
```

Löwdin population analysis, charges in e, atoms 1 to 5: C -0.37; C -0.80; S 0.14; N -0.09; C -0.35

Model two:
A 3-piece molecular cluster, C3H13N2O2S overall. Source: the Open Molecules 2025 dataset; level of theory: wB97M-V/def2-TZVPD.

Computed properties:
HOMO: -2.55 eV
HOMO-LUMO gap: 5.6 eV

```
! RIJCOSX wB97M-V def2-TZVPD def2/J DEFGRID3
* xyz -1 1
N -0.75320 -0.46602 0.50470
C 0.33920 -0.34071 -0.45559
C 1.09650 -1.64489 -0.96295
S -0.07774 -3.08924 -0.78413
C 1.37882 0.44034 0.36618
N 2.71987 0.80464 -0.18883
H -1.54526 -0.77198 -0.05274
H -0.67813 -1.21485 1.18101
H 0.09810 0.02808 -1.43531
H 1.23258 -1.56357 -2.06074
H 2.06651 -1.82669 -0.52540
H 0.94045 1.26782 0.89832
H 1.82822 -0.19175 1.19384
H 3.24513 1.14070 0.60375
H 2.61175 1.49302 -0.92610
H -0.97748 4.10907 0.46370
H -0.35169 2.74897 0.97798
O -0.42597 3.69777 1.15714
H -2.70699 1.54686 0.29547
H -3.07857 2.38969 1.44020
O -3.47448 2.02788 0.63817
*
```

Löwdin population analysis, charges in e, atoms 1 to 5: N -0.02; C -0.48; C -0.68; S 0.06; C -0.28

Preferred: model one; penalty for the next structure: 0.730 eV.